# 1
Entry from the Open Molecules 2025 dataset: a structure of composition C17H37IN2OS5Tl (ωB97M-V/def2-TZVPD).

Summary:
Electronic energy = -3314.82557 Eh
Molar mass = 777.1 g/mol
HOMO energy = -0.5345 Ha
HOMO-LUMO gap = 7.35 eV
Energy relative to the best compared isomer or geometry (same formula, charge and spin) = 50.2 kJ/mol
F_max = 2.7 eV/Å

```
! wB97M-V def2-TZVPD RIJCOSX def2/J DEFGRID3
* xyz 3 1
Tl 1.872 -0.899 -0.922
I -3.290 -0.131 1.652
S 1.710 0.785 2.699
S -3.138 1.873 4.246
S 5.492 0.531 -1.664
S 0.463 3.740 3.744
S -0.412 -0.450 4.251
O 4.012 0.241 -1.244
N -4.196 -3.554 -6.659
N -5.400 -2.481 -4.152
C 6.449 0.397 -4.200
C -6.009 -3.555 -4.950
C -2.829 0.252 5.141
C 6.619 1.838 -3.574
C 5.426 2.009 -2.670
C -5.055 -4.432 -5.797
C -4.469 -1.702 -5.021
C -1.444 -0.174 5.756
C -1.982 3.166 4.701
C 2.668 2.255 3.244
C 5.881 -0.554 -3.074
C -0.521 2.784 4.926
C -2.589 1.608 2.553
C -3.465 -2.533 -5.767
C 1.237 -0.738 4.977
C 2.132 3.120 4.402
C 2.250 -0.497 3.856
H -2.426 3.695 5.600
H -2.832 -1.902 -6.469
H 3.150 -0.216 4.433
H -6.542 -4.236 -4.234
H -3.059 2.464 2.051
H 1.941 2.627 5.345
H -4.857 -2.876 -3.400
H 2.721 4.071 4.616
H -3.161 -0.413 4.385
H -1.693 -1.033 6.376
H -0.374 1.751 4.809
H -3.924 -0.916 -4.408
H -0.966 0.640 6.324
H 1.264 -1.747 5.471
H -5.142 -1.071 -5.572
H 6.619 -1.276 -2.715
H 2.519 -1.412 3.381
H -2.854 -3.170 -5.150
H -5.555 -5.104 -6.521
H -4.670 -2.968 -7.369
H -0.255 3.103 5.956
H 3.610 1.730 3.506
H 7.613 1.881 -3.084
H 7.374 0.042 -4.614
H -3.471 -4.103 -7.072
H 5.738 0.648 -4.952
H 4.431 1.991 -3.133
H 5.566 2.821 -2.021
H -6.695 -3.092 -5.635
H -3.489 0.261 5.931
H -1.936 3.895 3.890
H -1.476 1.528 2.566
H 1.497 -0.070 5.776
H 2.647 2.883 2.326
H 6.698 2.624 -4.316
H 4.939 -1.002 -3.407
H -4.362 -4.950 -5.121
*
```

# 2
Entry from the Open Molecules 2025 dataset: a cluster of 3 separate species, C17H37N2O3 in total (ωB97M-V/def2-TZVPD).

Summary:
Electronic energy = -1004.81378 Eh
Molar mass = 317.5 g/mol
HOMO energy = -0.2862 Ha
HOMO-LUMO gap = 5.99 eV
Energy relative to the best compared isomer or geometry (same formula, charge and spin) = 214.7 kJ/mol
F_max = 5.0 eV/Å

```
! wB97M-V def2-TZVPD RIJCOSX def2/J DEFGRID3
* xyz 1 1
O -0.271 -1.086 1.270
O -2.284 -1.723 0.895
O -1.781 -0.806 2.770
N 1.226 4.518 3.611
N -0.375 -4.302 -4.253
C -0.799 -6.857 -4.008
C 3.527 5.001 2.917
C 1.449 3.367 4.630
C 2.380 5.534 3.735
C -0.125 5.242 3.821
C 1.234 4.019 2.199
C -0.387 -5.587 -3.300
C 2.690 4.187 1.748
C -1.403 -1.266 1.636
C 0.480 -4.618 -5.519
C 0.077 -2.965 -3.507
C -1.813 6.379 5.417
C -0.848 -1.836 -4.054
C -0.827 -8.111 -3.051
C -1.824 -2.548 -5.050
C -1.830 -4.017 -4.704
C -0.464 5.724 5.286
H -1.855 -6.730 -4.246
H -1.513 -2.466 -6.091
H -2.002 7.209 4.737
H 4.120 4.324 3.531
H -0.099 6.104 3.155
H 1.726 3.861 5.562
H 4.136 5.760 2.427
H 3.173 3.221 1.605
H -0.284 -7.025 -4.954
H -1.311 -1.327 -3.209
H 1.918 6.491 3.492
H -1.738 6.828 6.407
H 2.537 5.769 4.788
H -0.396 4.864 5.951
H 0.929 2.972 2.194
H -1.370 -8.953 -3.481
H -1.044 -5.355 -2.461
H 2.290 2.782 4.259
H -2.575 5.600 5.401
H 1.166 -2.904 -3.515
H 0.334 6.396 5.602
H -2.811 -2.086 -5.032
H 0.683 -3.602 -5.856
H -1.174 -8.012 -2.022
H 2.484 4.776 0.854
H -0.230 -3.307 -2.519
H 0.217 -8.421 -3.002
H -0.939 4.583 3.518
H 0.631 -5.644 -2.917
H 1.429 -5.060 -5.215
H -2.657 -1.125 2.543
H 0.499 2.835 4.675
H -2.161 -4.639 -5.536
H 0.530 4.621 1.625
H -0.187 -1.123 -4.547
H -2.484 -4.309 -3.883
H -0.009 -5.159 -6.329
*
```

# 3
Entry from the Open Molecules 2025 dataset: a cluster of 3 separate species, C17H38BClN2O8 in total (ωB97M-V/def2-TZVPD).

Summary:
Electronic energy = -1866.87944 Eh
Molar mass = 444.8 g/mol
HOMO energy = -0.3056 Ha
HOMO-LUMO gap = 8.26 eV
SMILES string = O=C1C[C@@H](CB(O)O)[C@H](Cl)O1.COCCNCCOC.COCCNCCOC
F_max = 9.3 eV/Å

```
! wB97M-V def2-TZVPD RIJCOSX def2/J DEFGRID3
* xyz 0 1
Cl -4.728 -3.127 -0.024
O -8.607 -1.400 -1.594
O 0.908 1.074 -3.106
O -8.612 -2.560 0.777
O -3.881 -0.930 -1.186
O 4.346 -0.449 1.740
O -2.323 0.494 0.245
O 2.756 -3.072 -2.991
O 3.672 3.279 4.242
N 3.143 2.429 1.420
N 0.795 -1.519 -1.345
C -4.995 0.923 -0.106
C -7.415 -0.190 0.470
C -5.209 -1.491 -0.773
C 1.655 -3.647 -2.274
C -0.265 0.321 -2.786
C -3.505 0.188 -0.296
C 3.022 -0.131 1.304
C 4.873 3.988 3.969
C 4.680 0.055 3.026
C 1.920 0.331 -3.772
C 3.885 -2.823 -2.164
C 2.136 2.626 2.466
C 2.911 1.236 0.600
C -5.801 -0.450 0.347
C -0.177 -0.424 -1.439
C 0.483 -2.655 -2.217
C 2.566 3.728 3.448
B -8.278 -1.464 -0.153
H 5.627 3.672 4.696
H 1.338 -4.528 -2.842
H 5.413 -0.623 3.474
H 2.480 1.022 -4.410
H 0.278 -2.321 -3.240
H 5.162 1.033 2.936
H 4.712 -2.504 -2.804
H -1.072 1.058 -2.694
H 1.710 -1.154 -1.590
H -5.752 -1.630 -1.800
H -5.332 -0.805 1.359
H 1.982 1.708 3.042
H 4.188 -3.731 -1.634
H 3.655 1.260 -0.204
H -7.868 -2.613 1.473
H 1.740 3.918 4.141
H 2.764 -0.897 0.564
H -7.661 -0.152 1.637
H 1.944 -3.986 -1.272
H 0.101 0.306 -0.669
H 2.628 -0.080 -3.046
H -7.710 0.848 -0.002
H -8.912 -0.452 -1.820
H 3.674 -2.024 -1.449
H -1.170 -0.801 -1.169
H 1.512 -0.463 -4.403
H 5.242 3.756 2.967
H 1.928 1.315 0.120
H -4.969 1.789 0.682
H 2.300 -0.249 2.119
H -0.553 -0.334 -3.615
H 4.058 2.346 1.853
H 2.783 4.668 2.928
H -5.489 1.389 -1.087
H 3.815 0.113 3.691
H 1.183 2.909 2.003
H -0.407 -3.170 -1.837
H 4.722 5.067 4.075
*
```

# 4
Entry from the Open Molecules 2025 dataset: a structure of composition C17H38MgN5O4 (ωB97M-V/def2-TZVPD).

Summary:
Electronic energy = -1445.34877 Eh
Molar mass = 400.8 g/mol
HOMO energy = -0.3991 Ha
HOMO-LUMO gap = 8.74 eV
Energy relative to the best compared isomer or geometry (same formula, charge and spin) = 0.0 kJ/mol
F_max = 0.2 eV/Å

```
! wB97M-V def2-TZVPD RIJCOSX def2/J DEFGRID3
* xyz 1 1
Mg 0.651 0.538 0.171
O 0.901 -1.625 -0.106
O -0.142 -0.277 1.891
O -0.618 0.680 -1.228
O -1.775 -2.113 -0.094
N 2.188 1.195 -1.250
N -1.911 -2.098 -2.362
N -1.086 -2.081 2.846
N 0.894 2.587 0.900
N 2.671 0.564 1.433
C -2.006 -1.245 3.610
C 1.256 2.469 2.316
C 3.503 0.644 -0.927
C -0.272 -1.516 1.972
C 0.279 -2.101 -1.300
C 2.491 1.567 2.510
C -1.955 1.067 -1.289
C -1.282 -3.521 2.949
C -3.365 -2.165 -2.359
C -1.241 -2.081 -1.200
C 0.614 -2.368 1.075
C -2.283 2.162 -0.276
C 3.838 0.814 0.555
C 2.047 2.659 -1.305
C -1.241 -1.986 -3.649
C 1.883 3.303 0.072
C -2.310 1.539 -2.695
H -2.612 0.215 -1.044
H -1.542 -3.764 3.977
H -3.704 -3.081 -2.846
H -0.013 3.030 0.815
H 0.631 -1.449 -2.092
H 1.143 2.848 -1.885
H 4.200 1.824 0.736
H 0.398 2.030 2.824
H 2.830 3.317 0.609
H -2.087 -3.843 2.286
H -3.363 1.819 -2.781
H 4.306 1.091 -1.525
H -0.684 -1.050 -3.721
H 1.457 3.443 2.776
H 1.858 0.824 -2.132
H 0.159 -3.319 0.820
H -1.622 -1.062 4.615
H 1.600 4.349 -0.064
H 1.564 -2.552 1.590
H 3.394 2.176 2.587
H 3.467 -0.420 -1.172
H 2.786 -0.341 1.866
H 0.619 -3.123 -1.500
H -1.999 -1.982 -4.428
H -3.716 -2.152 -1.332
H -2.148 -0.298 3.099
H -3.345 2.416 -0.280
H -3.777 -1.307 -2.891
H 4.668 0.150 0.807
H -2.961 -1.762 3.683
H -2.027 1.835 0.738
H 2.890 3.127 -1.825
H -0.575 -2.830 -3.841
H -0.373 -4.063 2.708
H -1.728 3.077 -0.514
H 2.387 1.057 3.467
H -1.702 2.407 -2.963
H -2.105 0.753 -3.424
*
```

# 5
Entry from the Open Molecules 2025 dataset: a cluster of 6 separate species, C17H38N2O16S2 in total (ωB97M-V/def2-TZVPD).

Summary:
Electronic energy = -2779.69193 Eh
Molar mass = 590.6 g/mol
HOMO energy = -0.2780 Ha
HOMO-LUMO gap = 6.14 eV
Energy relative to the best compared isomer or geometry (same formula, charge and spin) = 271.2 kJ/mol
F_max = 13.7 eV/Å

```
! wB97M-V def2-TZVPD RIJCOSX def2/J DEFGRID3
* xyz 0 1
S 25.469 -31.356 12.991
S 28.252 -30.926 9.071
O 28.809 -27.624 12.730
O 24.310 -31.913 12.351
O 29.455 -25.667 12.429
O 32.077 -24.431 14.009
O 28.392 -26.691 10.880
O 26.637 -31.273 9.276
O 30.351 -26.003 4.812
O 28.978 -32.193 9.000
O 22.688 -29.575 9.820
O 26.721 -32.243 12.389
O 24.213 -29.306 8.085
O 28.789 -25.532 6.364
O 24.057 -27.834 9.773
O 25.655 -31.477 14.379
O 28.364 -29.970 8.022
O 30.362 -27.035 6.876
N 33.983 -23.688 17.251
N 28.927 -26.623 12.000
C 25.098 -28.252 7.795
C 25.130 -27.477 9.082
C 25.644 -29.740 12.318
C 25.972 -32.248 8.463
C 32.315 -23.748 15.289
C 24.747 -32.655 9.096
C 29.712 -26.740 8.144
C 29.856 -26.214 5.912
C 34.951 -24.549 18.045
C 27.973 -34.105 12.240
C 28.738 -30.095 10.538
C 23.537 -28.839 9.260
C 32.976 -23.321 18.173
C 28.760 -25.548 7.757
C 34.778 -22.537 16.744
C 26.752 -33.577 12.833
C 33.394 -24.555 16.112
H 26.397 -33.709 13.818
H 32.540 -22.701 14.968
H 24.977 -33.375 9.771
H 27.784 -25.907 7.992
H 28.830 -33.523 12.542
H 26.101 -28.611 7.504
H 26.064 -27.830 9.744
H 25.796 -31.766 7.499
H 34.098 -25.023 15.837
H 28.128 -29.197 10.667
H 35.675 -22.834 15.866
H 25.065 -28.887 12.837
H 24.045 -33.165 8.441
H 26.629 -29.385 12.560
H 35.420 -23.943 19.008
H 24.239 -31.763 9.547
H 35.322 -22.183 17.503
H 31.256 -24.620 14.023
H 34.388 -25.474 18.223
H 32.780 -25.464 16.461
H 30.636 -26.404 8.754
H 27.893 -34.047 11.267
H 32.319 -22.548 17.620
H 24.701 -27.537 7.045
H 28.401 -30.646 11.449
H 28.335 -35.041 12.517
H 29.482 -27.794 8.514
H 26.729 -33.119 8.096
H 33.879 -21.793 16.282
H 29.779 -30.002 10.411
H 32.171 -23.999 18.768
H 25.397 -29.565 11.175
H 25.399 -26.415 8.784
H 35.763 -24.894 17.575
H 28.943 -24.772 8.481
H 31.339 -23.700 15.715
H 33.287 -22.640 19.076
H 25.874 -34.008 12.544
*
```

# 6
Entry from the Open Molecules 2025 dataset: a cluster of 2 separate species, C17H38N4O3 in total (ωB97M-V/def2-TZVPD).

Summary:
Electronic energy = -1115.05210 Eh
Molar mass = 346.5 g/mol
HOMO energy = -0.2977 Ha
HOMO-LUMO gap = 7.41 eV
F_max = 6.0 eV/Å

```
! wB97M-V def2-TZVPD RIJCOSX def2/J DEFGRID3
* xyz 0 1
O -2.575 2.422 2.853
O -1.855 0.509 3.570
O -1.075 2.353 4.402
N -0.418 -3.348 3.631
N -1.872 -3.274 1.852
N -1.831 1.778 3.610
N -1.577 -1.339 3.114
C 3.205 0.981 -1.927
C 2.418 2.291 -1.780
C -1.300 -2.630 2.835
C 4.274 -1.753 -2.111
C -3.803 -1.356 -0.926
C 2.430 2.113 0.819
C -2.707 0.911 -1.323
C 2.876 -1.488 -2.682
C 2.596 3.007 -0.431
C -2.932 -0.514 -1.874
C -3.180 -1.650 0.452
C -0.093 1.604 1.149
C 1.301 1.072 0.776
C 2.515 -0.005 -2.889
C -2.075 -2.695 0.467
C -0.907 2.217 0.006
C -1.206 1.140 -1.044
H -4.098 -2.286 -1.424
H -3.968 -1.964 1.137
H -0.003 2.284 1.999
H -3.287 1.023 -0.406
H -1.246 -0.552 2.573
H -0.698 0.783 1.533
H 1.557 0.299 1.514
H 2.760 2.976 -2.563
H 3.287 0.486 -0.961
H -1.854 2.560 0.427
H 4.322 -1.536 -1.043
H -4.722 -0.815 -0.688
H -0.752 1.372 -2.013
H 1.865 3.817 -0.372
H 3.392 1.638 1.032
H 2.227 2.765 1.673
H 4.512 -2.815 -2.215
H -2.309 -3.553 -0.161
H -3.372 -0.546 -2.872
H -0.763 0.192 -0.719
H -3.010 1.660 -2.055
H 1.353 2.142 -1.963
H -1.438 -4.189 1.785
H 1.250 0.560 -0.186
H -1.125 -2.258 0.158
H 3.582 3.477 -0.400
H 1.437 0.101 -2.722
H -1.947 -0.987 -1.965
H 2.804 -2.013 -3.637
H 0.128 -2.659 4.139
H -0.408 3.109 -0.381
H 5.048 -1.188 -2.631
H 4.212 1.184 -2.296
H -2.766 -0.714 0.830
H 2.142 -1.927 -2.000
H 2.685 0.304 -3.924
H -2.158 -1.133 3.915
H -0.852 -3.944 4.331
*
```

# 7
Entry from the Open Molecules 2025 dataset: a cluster of 3 separate species, C17H39BBrN3O12P2S in total (ωB97M-V/def2-TZVPD).

Summary:
Electronic energy = -5417.90366 Eh
Molar mass = 662.2 g/mol
HOMO energy = -0.3253 Ha
HOMO-LUMO gap = 8.27 eV
SMILES string = N=[PH2][C@]1(P(O)Br)[C@H](S)NC(=O)[C@]1(CB(O)O)ON=O.COCCOCCOC.COCCOCCOC
F_max = 1.4 eV/Å

```
! wB97M-V def2-TZVPD RIJCOSX def2/J DEFGRID3
* xyz 0 1
Br -3.171 0.431 2.470
S -2.615 0.561 -1.604
P -0.421 -0.995 0.580
P -1.044 1.199 2.378
O 4.239 2.197 0.844
O -6.588 -4.034 4.938
O 1.288 -0.245 -2.460
O -4.244 -3.634 2.990
O -1.280 2.798 2.241
O 3.522 4.101 -3.403
O -4.287 -6.430 4.274
O 3.385 0.001 0.591
O 1.385 1.321 -1.007
O 4.900 3.648 -6.512
O 0.366 4.111 -0.047
O 5.894 2.235 -3.964
N 0.983 -1.491 1.054
N 0.629 0.565 -1.961
N -1.252 2.689 -0.927
C 4.950 1.818 -4.933
C 4.720 3.958 -2.656
C 5.663 4.284 -7.509
C -7.021 -3.159 5.952
C -0.042 3.011 -0.240
C 1.718 1.918 1.252
C 2.373 3.810 -2.638
C -3.178 -5.570 4.079
C -5.574 -4.065 2.745
C -3.593 -4.120 4.154
C -4.126 -7.681 3.648
C 5.248 2.285 -6.339
C -6.608 -3.441 3.652
C -1.806 1.492 -0.264
C -0.603 0.854 0.558
C 0.641 1.692 0.200
C 5.875 3.595 -3.558
B 3.162 1.313 0.879
H -7.602 -3.597 3.210
H 1.425 1.529 2.231
H -5.047 -8.241 3.793
H -1.018 2.523 -1.903
H 2.249 4.525 -1.817
H -6.422 -2.363 3.724
H -2.914 -0.587 -0.989
H 6.792 3.722 -2.978
H 4.942 4.916 -2.166
H 1.510 3.881 -3.303
H 3.079 -0.598 1.282
H -5.792 -3.730 1.729
H 4.607 3.189 -1.884
H 1.448 -2.015 0.322
H 6.313 2.133 -6.550
H -2.680 -3.525 4.228
H 1.859 2.993 1.364
H 5.471 3.852 -8.499
H -2.712 -5.762 3.105
H 6.735 4.216 -7.290
H -8.073 -2.880 5.819
H -0.777 -1.406 -0.709
H -6.912 -3.678 6.902
H 5.928 4.270 -4.415
H -1.947 3.114 2.866
H -1.454 -1.420 1.424
H 4.607 2.301 1.729
H -5.650 -5.154 2.758
H -2.573 1.897 0.382
H -6.409 -2.249 5.977
H 5.376 5.334 -7.522
H -2.439 -5.766 4.868
H 5.018 0.728 -4.935
H 2.421 2.797 -2.234
H -3.295 -8.245 4.088
H -3.951 -7.565 2.572
H 4.658 1.682 -7.044
H -4.185 -3.929 5.051
H 3.932 2.086 -4.642
*
```

Q: The highest molar mass belongs to which entry?
A: C17H37IN2OS5Tl